ORCA calculation (the ωB97M-V functional and the def2-TZVPD basis) on a 2-piece molecular cluster, C3H8NO2 overall.

HOMO-LUMO gap: 12.75 eV
Highest occupied orbital energy: -0.5870 Eh
Total charge: +1

Element x y z (Å)
C1 -0.72128 0.94598 -0.33074
C2 2.62599 -0.00898 -0.03560
C3 -1.54384 -0.00535 0.36600
N1 -0.60202 -0.47706 -0.58203
O1 1.83639 -0.86492 0.30367
O2 3.70690 0.29338 0.59857
H1 0.07127 1.40860 0.12101
H2 2.54273 0.62157 -1.04075
H3 -1.24087 -0.28976 1.30270
H4 -1.05571 1.48850 -1.17920
H5 -2.58471 -0.02496 0.17553
H6 -0.97884 -0.77284 -1.61585
H7 0.44198 -0.91211 -0.40794
H8 3.89887 -0.45541 1.18457